# 1
ORCA calculation (wB97M-V/def2-TZVPD) on a structure of composition C2H4MnO3 at a distorted geometry.

HOMO (alpha / beta): -12.4 / -16.5 eV
2S+1: 7
total energy: -1454.9903 hartree
LUMO level (alpha / beta): -4.329 / -5.127 eV
max |F|: 5.51 eV/A
energy above the lowest of the compared OMol25 structures with the same formula, charge and spin: 0.000 eV
net charge: +1
frontier orbital gap (alpha / beta): 0.2977 / 0.4177 hartree

The geometry in XYZ format:
```
10
Properties=species:S:1:pos:R:3:lowdin_charge:R:1
O 0.108 -1.798 -0.294 0.1909
C 0.084 -0.676 -0.738 -0.6203
Mn -1.372 1.604 -1.375 1.0523
O 0.211 0.482 -0.103 -0.1769
O -0.831 -0.460 -1.690 -0.0606
H -1.258 -1.413 -1.769 0.2377
C 0.691 0.550 1.252 0.0288
H -0.157 0.501 1.941 0.1165
H 1.340 -0.311 1.428 0.1176
H 1.184 1.522 1.348 0.1140
```



# 2
ORCA calculation (wB97M-V/def2-TZVPD) on a structure of composition C13H14CoN5O2S7 at a distorted geometry.

HOMO (alpha / beta): -3.3 / -3.4 eV
2S+1: 2
total energy: -5098.2263 hartree
LUMO level (alpha / beta): 1.622 / 1.712 eV
max |F|: 1.52 eV/A
energy above the lowest of the compared OMol25 structures with the same formula, charge and spin: 0.325 eV
net charge: -1
frontier orbital gap (alpha / beta): 0.1796 / 0.1861 hartree

The geometry in XYZ format:
```
42
Properties=species:S:1:pos:R:3:lowdin_charge:R:1
Co 0.252 0.180 -0.139 0.2556
C 3.998 1.598 3.420 -0.4302
S 4.454 0.897 1.813 0.8320
C 2.920 0.386 1.119 -1.0742
S 1.406 0.483 1.945 0.6378
N 3.066 -0.155 -0.055 -0.0782
N 1.908 -0.514 -0.626 -0.1332
C 1.877 -1.527 -1.430 -0.0405
C 0.579 -2.082 -1.648 -0.2673
C 0.299 -3.123 -2.534 -0.0356
C -0.971 -3.650 -2.581 -0.0613
C -1.940 -3.132 -1.727 -0.0465
C -1.601 -2.093 -0.887 -0.1182
N -0.381 -1.565 -0.833 0.0382
H 4.558 2.521 3.553 0.0233
H 4.240 0.895 4.213 0.0266
H 2.929 1.795 3.409 -0.0328
H 2.796 -1.980 -1.779 0.1366
H 1.086 -3.479 -3.185 0.1210
H -1.218 -4.433 -3.286 0.1126
H -2.949 -3.517 -1.736 0.1135
H -2.341 -1.673 -0.220 0.1072
S -1.567 -3.039 -6.555 0.4087
C -1.678 -1.839 -5.424 -1.5525
S -3.153 -1.390 -4.649 0.8374
C -2.522 -0.210 -3.500 -1.2366
C -1.168 0.016 -3.594 -1.1571
S -0.218 1.115 -2.692 0.6164
S -0.347 -0.904 -4.860 0.8500
S -3.653 0.537 -2.455 0.3815
C 0.561 4.731 -1.553 -0.0409
O -0.591 4.179 -0.909 -0.0230
C -0.401 2.961 -0.403 -0.6631
O 0.683 2.429 -0.283 -0.0384
N -1.575 2.425 0.037 0.0456
N -1.597 1.027 0.209 -0.0201
H 0.227 5.654 -2.015 0.0906
H 0.929 4.035 -2.306 0.0836
H 1.349 4.927 -0.827 0.0933
H -2.409 2.820 -0.371 0.1399
H -2.175 0.634 -0.575 -0.0141
H -2.065 0.827 1.086 0.1127
```



# 3
ORCA calculation (wB97M-V/def2-TZVPD) on the ion C9H21N3O6P with charge +1.

HOMO: -12.4 eV
total energy: -1312.3269 hartree
SMILES: CC(=O)OC[C@@]1(CCN)O[C@H](P(O)O)C[N@@+]1(O)CN
LUMO level: -2.534 eV
max |F|: 0.61 eV/A
net charge: +1
frontier orbital gap: 0.3620 hartree

The geometry in XYZ format:
```
40
Properties=species:S:1:pos:R:3:lowdin_charge:R:1
C 3.571 -1.196 0.747 0.0311
C 3.046 -1.018 -0.653 -0.4758
O 3.679 -1.072 -1.649 0.1761
O 1.691 -0.677 -0.759 -0.0420
C 0.743 -1.384 0.013 -0.0987
C -0.505 -0.536 0.277 -0.3854
C -1.527 -1.378 1.033 -0.0747
C -2.460 -0.627 2.012 -0.2600
N -1.924 -0.384 3.331 0.0210
O -0.224 0.631 0.967 -0.0505
C 0.281 1.641 0.081 -0.3744
P -0.288 3.332 0.659 0.8855
O 0.430 4.169 -0.557 -0.2686
O 0.670 3.504 1.960 -0.2591
C -0.226 1.245 -1.318 -0.0541
N -1.063 0.027 -1.062 -0.1245
O -2.335 0.596 -0.820 0.0612
C -1.193 -0.975 -2.281 -0.1380
N -0.600 -0.613 -3.485 0.0854
H 2.966 -0.685 1.493 0.0865
H 3.593 -2.259 0.997 0.1071
H 4.596 -0.835 0.765 0.1035
H 1.124 -1.672 0.993 0.1385
H 0.478 -2.303 -0.512 0.1418
H -0.973 -2.117 1.616 0.1313
H -2.109 -1.960 0.305 0.1315
H -2.754 0.342 1.607 0.1120
H -3.371 -1.224 2.107 0.1202
H -1.268 0.385 3.345 0.0710
H -1.496 -1.198 3.751 0.0769
H 1.378 1.605 0.088 0.1242
H 1.311 3.887 -0.834 0.0667
H 1.615 3.351 1.830 0.0677
H 0.594 0.990 -1.976 0.1251
H -0.903 1.967 -1.765 0.1391
H -2.903 -0.127 -0.502 0.1209
H -0.793 -1.916 -1.931 0.1239
H -2.270 -1.067 -2.392 0.1434
H 0.409 -0.638 -3.521 0.1035
H -0.989 0.189 -3.959 0.1107
```



# 4
ORCA calculation (wB97M-V/def2-TZVPD) on a structure of composition C48H44N4PPtS2.

HOMO (alpha / beta): -15.0 / -15.8 eV
2S+1: 5
total energy: -3330.6604 hartree
LUMO level (alpha / beta): -7.617 / -11.010 eV
max |F|: 0.75 eV/A
energy above the lowest of the compared OMol25 structures with the same formula, charge and spin: 0.437 eV
net charge: +3
frontier orbital gap (alpha / beta): 0.2717 / 0.1754 hartree

The geometry in XYZ format:
```
100
Properties=species:S:1:pos:R:3:lowdin_charge:R:1
Pt 0.734 -1.317 -0.713 0.9306
N 0.475 0.073 0.996 -0.0079
C 0.164 -0.762 2.120 -0.2246
C 0.953 -0.647 3.248 0.0004
C 0.675 -1.402 4.379 -0.0004
C -0.406 -2.283 4.391 -0.0246
C -1.188 -2.411 3.271 0.0100
C -0.922 -1.680 2.082 -0.1156
C -1.728 -1.913 0.914 -0.1245
C -3.083 -2.309 1.082 0.0002
C -3.881 -2.516 0.001 -0.0036
C -3.357 -2.325 -1.304 0.0067
C -2.048 -1.952 -1.495 -0.1127
C -1.160 -1.774 -0.425 -0.2655
H 1.289 0.650 1.192 0.0789
H -0.267 0.721 0.737 0.0661
H 1.779 0.054 3.256 0.1240
H 1.294 -1.295 5.259 0.1302
H -0.618 -2.872 5.272 0.1293
H -1.985 -3.140 3.265 0.1253
H -3.504 -2.391 2.073 0.1244
H -4.916 -2.801 0.128 0.1303
H -4.004 -2.489 -2.156 0.1303
H -1.681 -1.828 -2.504 0.0821
N 2.790 -0.845 -1.184 -0.0630
C 3.670 -2.012 -1.040 -0.2984
C 5.026 -1.855 -0.825 -0.0116
C 5.824 -2.988 -0.721 -0.0294
C 5.266 -4.253 -0.833 -0.0340
C 3.905 -4.398 -1.050 -0.0469
C 3.090 -3.274 -1.161 -0.2839
P 1.298 -3.357 -1.459 0.9667
C 1.013 -3.829 -3.170 -0.3484
C 1.443 -5.069 -3.650 -0.0845
C 1.232 -5.412 -4.974 -0.0385
C 0.596 -4.519 -5.830 -0.0363
C 0.198 -3.274 -5.369 -0.0541
C 0.409 -2.928 -4.042 -0.1100
C 0.674 -4.636 -0.353 -0.3511
C -0.022 -5.749 -0.816 -0.0646
C -0.443 -6.725 0.078 -0.0434
C -0.168 -6.595 1.430 -0.0425
C 0.521 -5.479 1.897 -0.0611
C 0.936 -4.501 1.012 -0.1048
H 3.185 -0.046 -0.694 0.0897
H 2.793 -0.584 -2.171 0.1165
H 5.463 -0.868 -0.743 0.1234
H 6.887 -2.879 -0.551 0.1249
H 5.892 -5.129 -0.742 0.1247
H 3.473 -5.390 -1.101 0.1182
H 1.954 -5.769 -3.000 0.1099
H 1.569 -6.371 -5.342 0.1228
H 0.426 -4.794 -6.862 0.1225
H -0.269 -2.570 -6.044 0.1161
H 0.139 -1.937 -3.695 0.0744
H -0.257 -5.859 -1.866 0.1052
H -0.978 -7.590 -0.288 0.1205
H -0.481 -7.364 2.123 0.1202
H 0.742 -5.383 2.952 0.1135
H 1.496 -3.646 1.384 0.1049
S 1.240 2.539 -1.128 0.7753
C 0.118 3.848 -0.943 -0.6752
N 0.416 5.074 -0.529 -0.0738
C -0.710 5.961 -0.250 -0.0733
C -1.821 5.752 -1.271 -0.0564
N -2.207 4.346 -1.338 -0.0316
C -3.621 3.999 -1.452 -0.0886
C -4.315 4.410 -0.175 -0.2277
C -4.019 3.737 1.009 -0.0425
C -4.635 4.112 2.192 -0.0597
C -5.543 5.163 2.195 -0.0461
C -5.837 5.837 1.017 -0.0395
C -5.218 5.466 -0.168 -0.0316
C -1.182 3.443 -1.267 -0.6858
S -1.300 1.802 -1.726 0.8637
C 1.790 5.452 -0.161 -0.0888
C 2.214 4.860 1.162 -0.2305
C 1.550 5.188 2.342 -0.0290
C 1.959 4.645 3.549 -0.0565
C 3.046 3.779 3.590 -0.0689
C 3.720 3.458 2.421 -0.0729
C 3.302 3.996 1.210 -0.0723
H -0.362 6.992 -0.303 0.1480
H -1.092 5.775 0.759 0.1400
H -1.492 6.049 -2.272 0.1654
H -2.699 6.334 -0.998 0.1411
H -3.689 2.929 -1.640 0.0993
H -4.026 4.531 -2.316 0.1514
H -3.315 2.910 1.002 0.1054
H -4.416 3.586 3.111 0.1117
H -6.027 5.455 3.117 0.1196
H -6.553 6.647 1.019 0.1217
H -5.459 5.984 -1.088 0.1245
H 1.825 6.541 -0.168 0.1440
H 2.449 5.101 -0.958 0.1231
H 0.727 5.893 2.332 0.1121
H 1.453 4.921 4.464 0.1158
H 3.383 3.381 4.538 0.1133
H 4.590 2.816 2.454 0.1098
H 3.849 3.771 0.301 0.1085
```